{"formula": "C51H46N2O2PPtSi", "method": "wB97M-V/def2-TZVPD", "spin_multiplicity": 5, "s2": 6.059, "e_tot_ha": -2980.69278, "lumo_energy_ev": [-3.02, -6.85], "charge": 1, "elements": ["Pt", "C", "C", "C", "C", "C", "C", "P", "C", "C", "C", "C", "C", "C", "C", "C", "C", "C", "C", "C", "C", "C", "C", "C", "H", "H", "H", "H", "H", "H", "H", "H", "H", "H", "H", "H", "H", "H", "H", "H", "C", "Si", "C", "N", "C", "C", "C", "C", "C", "C", "C", "C", "C", "C", "C", "C", "C", "C", "C", "C", "C", "H", "H", "H", "H", "H", "H", "H", "H", "H", "H", "H", "H", "H", "H", "H", "H", "H", "H", "H", "H", "H", "H", "H", "H", "O", "C", "O", "C", "C", "C", "C", "C", "C", "C", "C", "C", "N", "H", "H", "H", "H", "H", "H"], "xyz": [[10.594, 12.728, 12.978], [9.700, 11.732, 7.398], [8.605, 11.158, 8.080], [8.690, 10.856, 9.400], [9.885, 11.039, 10.057], [11.000, 11.624, 9.385], [10.910, 11.850, 8.011], [10.170, 10.848, 11.796], [8.741, 9.882, 12.519], [9.058, 8.694, 13.127], [7.989, 7.906, 13.652], [6.690, 8.399, 13.810], [6.473, 9.773, 13.362], [7.463, 10.475, 12.693], [11.722, 9.940, 11.935], [11.933, 8.838, 11.199], [13.148, 8.188, 11.448], [14.024, 8.666, 12.368], [13.781, 9.823, 13.075], [14.687, 10.238, 14.119], [14.319, 11.456, 14.716], [13.196, 12.206, 14.388], [12.288, 11.763, 13.445], [12.579, 10.463, 12.887], [9.767, 11.898, 6.336], [7.730, 10.832, 7.583], [7.804, 10.471, 9.848], [12.009, 11.795, 9.815], [11.900, 12.008, 7.537], [10.046, 8.272, 13.013], [8.240, 6.888, 13.869], [5.880, 7.796, 14.262], [5.483, 10.255, 13.526], [7.232, 11.416, 12.240], [11.286, 8.613, 10.322], [13.371, 7.364, 10.786], [14.991, 8.176, 12.506], [15.441, 9.608, 14.510], [14.834, 12.037, 15.470], [13.157, 13.116, 14.898], [7.519, 13.956, 13.868], [8.406, 14.627, 15.488], [8.785, 13.508, 16.925], [9.757, 12.485, 16.720], [9.144, 11.238, 16.057], [8.171, 10.465, 16.938], [8.917, 10.073, 18.239], [9.578, 11.253, 18.897], [10.483, 12.016, 17.996], [9.977, 15.553, 14.992], [11.176, 15.481, 15.728], [12.354, 16.128, 15.304], [12.339, 16.935, 14.132], [11.122, 17.051, 13.421], [9.897, 16.380, 13.876], [7.208, 15.847, 15.985], [7.509, 17.144, 16.396], [6.546, 18.022, 16.803], [5.185, 17.672, 16.761], [4.853, 16.325, 16.450], [5.882, 15.449, 16.143], [6.603, 14.612, 13.769], [7.270, 12.869, 13.995], [7.828, 13.270, 17.371], [9.140, 14.270, 17.618], [9.973, 10.580, 15.797], [8.686, 11.513, 15.130], [8.071, 9.481, 16.370], [7.186, 10.993, 17.148], [9.673, 9.285, 18.001], [8.190, 9.687, 18.939], [10.119, 10.898, 19.743], [8.787, 11.976, 19.208], [11.337, 11.413, 17.734], [10.874, 12.862, 18.481], [11.285, 14.793, 16.540], [13.316, 16.203, 15.931], [13.148, 17.605, 13.862], [11.183, 17.706, 12.574], [9.065, 16.514, 13.174], [8.553, 17.394, 16.305], [6.801, 19.024, 17.101], [4.424, 18.390, 16.829], [3.808, 15.958, 16.495], [5.602, 14.418, 15.888], [7.292, 14.803, 11.126], [8.397, 14.375, 11.446], [8.568, 13.989, 12.912], [9.569, 14.383, 10.652], [9.631, 14.792, 9.206], [10.824, 15.099, 8.726], [11.966, 15.067, 9.459], [13.304, 15.518, 8.933], [14.519, 15.323, 9.635], [14.421, 14.732, 10.886], [13.200, 14.341, 11.501], [11.997, 14.506, 10.733], [10.869, 14.123, 11.444], [8.649, 14.598, 8.897], [10.816, 15.383, 7.637], [13.327, 15.981, 7.940], [15.412, 15.590, 9.175], [15.215, 14.398, 11.459], [13.399, 13.614, 12.273]], "mulliken_spin": [1.0590, 0.0397, -0.0189, 0.0341, 0.0513, 0.0245, -0.0238, 0.2494, -0.0325, 0.0229, -0.0115, 0.0231, -0.0120, 0.0772, -0.0015, 0.0028, -0.0024, 0.0609, -0.0192, 0.2381, 0.0093, 0.0020, 0.4262, 0.0626, 0.0018, -0.0007, 0.0050, 0.0168, -0.0017, 0.0015, -0.0003, 0.0009, 0.0002, 0.0237, 0.0025, -0.0007, 0.0005, 0.0003, 0.0013, -0.0117, -0.0143, 0.0862, -0.0225, 0.0008, 0.0855, 0.0082, -0.0005, 0.0011, 0.0000, 0.0417, -0.0198, -0.0060, 0.0080, -0.0038, 0.0170, 0.0019, -0.0020, 0.0006, 0.0000, 0.0003, -0.0017, 0.0025, 0.0032, 0.0006, -0.0025, 0.0195, -0.0760, 0.0002, 0.0001, 0.0002, -0.0003, -0.0004, 0.0004, 0.0000, -0.0009, 0.0007, 0.0004, 0.0013, -0.0033, 0.0009, 0.0006, 0.0000, 0.0000, 0.0000, 0.0000, 0.2021, 0.0724, 0.0472, 0.3274, -0.0684, 0.1477, 0.0939, 0.0740, 0.0766, -0.0042, 0.1717, 0.0151, 0.4081, -0.0065, 0.0027, -0.0002, 0.0061, 0.0030, 0.0028]}

***

{"formula": "C8H18N4", "method": "wB97M-V/def2-TZVPD", "e_tot_ha": -533.83101, "lumo_energy_ev": [-6.61, -6.65], "charge": 2, "elements": ["C", "C", "C", "C", "C", "C", "C", "C", "N", "N", "N", "N", "H", "H", "H", "H", "H", "H", "H", "H", "H", "H", "H", "H", "H", "H", "H", "H", "H", "H"], "xyz": [[6.538, 0.527, -0.449], [7.592, -0.083, 0.239], [5.424, -0.454, -0.389], [-11.491, 0.501, 0.696], [6.527, 1.828, -1.043], [-12.297, -1.078, -1.048], [10.791, -0.341, 0.466], [-11.064, -0.476, -0.355], [6.104, -1.664, 0.221], [7.289, -1.329, 0.656], [-10.926, 0.939, 1.778], [9.806, 0.678, 0.467], [4.674, -0.056, 0.211], [5.086, -0.787, -1.310], [-12.405, 1.023, 0.394], [5.521, 2.201, -1.151], [6.966, 1.890, -2.125], [7.370, 2.482, -0.489], [-12.453, -2.154, -0.680], [-12.060, -1.127, -2.121], [-13.310, -0.718, -0.858], [11.621, 0.205, 0.858], [10.367, -1.252, 1.131], [10.945, -0.523, -0.634], [-10.470, 0.091, -1.030], [-10.204, -1.035, -0.146], [5.685, -2.368, 0.808], [-10.003, 0.571, 2.027], [-11.345, 1.609, 2.426], [9.721, 0.899, 1.450]], "lowdin_charge": [-0.2071, 0.0176, -0.0257, -0.0087, -0.0274, -0.0677, -0.1890, -0.1766, 0.0556, 0.1211, 0.2329, 0.0424, 0.1420, 0.1341, 0.1584, 0.0874, 0.1551, 0.1609, 0.1134, 0.0914, 0.0836, 0.0880, 0.1394, 0.0934, 0.1314, 0.1124, 0.1665, 0.1643, 0.1651, 0.0457]}

***

{"formula": "C4H9N3", "method": "wB97M-V/def2-TZVPD", "smiles": "[H]/N=C1/CCNN1C", "e_tot_ha": -321.85004, "lumo_energy_ev": 0.74, "elements": ["H", "N", "C", "C", "C", "N", "N", "C", "H", "H", "H", "H", "H", "H", "H", "H"], "xyz": [[-2.276, 1.320, -0.458], [-1.261, 1.543, 0.024], [-0.277, 0.792, -0.265], [1.146, 1.219, -0.248], [1.770, -0.191, 0.375], [0.851, -1.210, -0.192], [-0.501, -0.642, -0.801], [-1.798, -0.924, 0.256], [1.124, 2.168, 0.267], [1.813, 1.273, -1.131], [2.740, -0.561, 0.233], [1.437, -0.124, 1.430], [1.222, -1.945, -1.013], [-2.429, -0.120, 0.111], [-2.424, -2.030, 0.134], [-1.137, -0.567, 1.278]], "lowdin_charge": [0.1349, 0.0803, -0.4832, -0.0838, -0.1799, -0.1201, -0.0544, -0.0633, 0.0971, 0.1154, 0.0814, 0.0961, 0.1675, -0.0519, 0.1310, 0.1328]}

***

{"formula": "C25H24Co2O10", "method": "wB97M-V/def2-TZVPD", "e_tot_ha": -4484.83430, "lumo_energy_ev": 4.25, "charge": -2, "elements": ["C", "C", "O", "C", "C", "C", "C", "C", "C", "O", "O", "C", "C", "O", "H", "H", "H", "H", "H", "H", "H", "H", "H", "H", "H", "H", "H", "H", "H", "H", "H", "O", "C", "Co", "C", "O", "C", "O", "C", "C", "C", "C", "C", "C", "C", "C", "C", "Co", "C", "O", "C", "O", "C", "O", "H", "H", "H", "H", "H", "H", "H"], "xyz": [[-0.884, -1.583, 4.113], [-1.807, -1.110, 3.036], [-1.079, -0.042, 2.377], [-1.610, 0.321, 1.207], [-0.909, 1.497, 0.577], [-1.919, 2.490, -0.144], [-3.126, 2.758, 0.722], [-2.373, 1.927, -1.474], [-0.146, 2.091, 1.767], [1.019, 1.850, 2.016], [-0.913, 2.880, 2.519], [-0.235, 3.796, 3.432], [-1.168, 4.043, 4.581], [-2.556, -0.262, 0.691], [-1.369, -2.369, 4.692], [0.040, -1.990, 3.689], [-0.633, -0.748, 4.773], [-2.052, -1.893, 2.319], [-2.730, -0.674, 3.432], [-1.350, 3.419, -0.300], [-2.832, 3.199, 1.674], [-3.796, 3.449, 0.197], [-3.651, 1.812, 0.893], [-1.576, 1.933, -2.224], [-2.741, 0.906, -1.314], [-3.199, 2.532, -1.868], [0.691, 3.312, 3.742], [-0.015, 4.711, 2.871], [-0.744, 4.796, 5.247], [-2.143, 4.395, 4.236], [-1.316, 3.124, 5.152], [-1.271, -0.595, -3.516], [-0.759, -0.699, -2.480], [0.105, -0.845, -1.000], [0.109, 0.928, -0.269], [0.987, 1.837, -0.639], [-0.479, -2.214, -0.085], [-0.873, -3.205, 0.374], [1.782, -1.441, -2.015], [1.636, -2.405, -3.103], [0.472, -3.198, -3.212], [0.258, -3.994, -4.336], [1.259, -4.112, -5.307], [2.490, -3.460, -5.121], [2.683, -2.621, -4.024], [1.894, -0.161, -1.530], [1.870, 1.304, -1.675], [2.853, -1.321, -0.502], [2.168, -1.934, 1.003], [1.800, -2.307, 2.036], [4.046, -2.544, -0.887], [4.830, -3.378, -1.053], [3.676, -0.102, 0.447], [4.237, 0.653, 1.120], [-0.265, -3.207, -2.399], [-0.706, -4.503, -4.446], [1.080, -4.720, -6.193], [3.296, -3.592, -5.844], [3.636, -2.109, -3.871], [2.829, 1.774, -1.442], [1.476, 1.601, -2.661]], "lowdin_charge": [-0.0681, -0.2017, 0.0081, -0.4529, -0.2216, -0.3081, -0.0729, -0.0726, -0.4193, 0.1428, -0.0250, -0.1951, -0.0823, 0.0763, 0.0701, 0.0658, 0.0749, 0.1094, 0.1230, 0.1448, 0.0632, 0.0730, 0.0837, 0.0761, 0.0807, 0.0715, 0.1170, 0.1260, 0.0689, 0.0725, 0.0789, 0.0528, -0.2236, 0.1395, -0.1902, -0.0568, -0.2386, 0.0287, -0.2388, -0.2016, -0.0557, -0.1087, -0.1473, -0.1277, -0.0500, -0.3036, -0.1431, 0.0365, -0.1879, 0.0604, -0.2080, 0.0298, -0.1967, 0.0605, 0.0872, 0.0918, 0.0720, 0.0793, 0.1073, 0.1071, 0.1184]}

***

{"formula": "C14H16ClN3O2", "method": "wB97M-V/def2-TZVPD", "smiles": "COc1ccc(Cl)cc1C(=O)NCc1cnn(C)c1C", "e_tot_ha": -1318.03397, "lumo_energy_ev": 0.58, "elements": ["C", "O", "C", "C", "C", "C", "Cl", "C", "C", "C", "O", "N", "C", "C", "C", "N", "N", "C", "C", "C", "H", "H", "H", "H", "H", "H", "H", "H", "H", "H", "H", "H", "H", "H", "H", "H"], "xyz": [[-0.215, -3.005, 0.288], [0.038, -1.630, 0.459], [1.298, -1.151, 0.251], [2.401, -1.964, 0.006], [3.654, -1.416, -0.206], [3.814, -0.042, -0.193], [5.375, 0.644, -0.468], [2.726, 0.783, 0.032], [1.471, 0.245, 0.271], [0.338, 1.212, 0.447], [0.307, 2.265, -0.164], [-0.593, 0.851, 1.352], [-1.871, 1.535, 1.460], [-2.934, 0.743, 0.774], [-3.863, -0.136, 1.353], [-4.601, -0.723, 0.431], [-4.168, -0.253, -0.738], [-4.764, -0.693, -1.963], [-3.157, 0.633, -0.590], [-2.500, 1.292, -1.745], [0.061, -3.342, -0.716], [0.309, -3.608, 1.035], [-1.290, -3.119, 0.424], [2.295, -3.036, -0.019], [4.500, -2.060, -0.387], [2.829, 1.857, 0.019], [-0.564, -0.086, 1.721], [-1.746, 2.516, 0.995], [-2.117, 1.662, 2.518], [-4.022, -0.348, 2.392], [-5.555, -1.396, -1.710], [-5.190, 0.150, -2.511], [-4.026, -1.188, -2.598], [-1.689, 1.928, -1.402], [-2.089, 0.548, -2.427], [-3.215, 1.901, -2.300]], "lowdin_charge": [-0.0677, -0.1067, -0.2122, -0.0112, -0.0943, -0.6694, 0.6730, -0.0331, -0.0481, -0.4466, 0.0569, 0.0941, -0.1133, -0.1655, -0.1161, 0.0615, -0.1763, -0.0191, -0.2278, 0.0010, 0.0997, 0.0977, 0.0971, 0.1054, 0.1078, 0.1220, 0.1335, 0.1245, 0.1239, 0.1026, 0.0884, 0.0910, 0.0894, 0.0640, 0.0875, 0.0865]}

***

{"formula": "C7H12N2", "method": "wB97M-V/def2-TZVPD", "e_tot_ha": -383.22346, "lumo_energy_ev": 0.75, "elements": ["C", "C", "C", "C", "C", "C", "C", "H", "H", "H", "H", "H", "H", "H", "H", "H", "H", "H", "H", "N", "N"], "xyz": [[-1.841, 1.484, -0.375], [-2.415, 0.143, -0.337], [-1.827, -0.993, -0.149], [-0.351, -1.155, 0.314], [0.847, -0.797, -0.743], [2.797, 0.288, -0.461], [-0.042, -0.158, 1.297], [-2.539, 2.322, 0.073], [-0.833, 1.486, 0.176], [-1.392, 1.563, -1.787], [-3.551, 0.001, -0.599], [-2.313, -2.018, -0.449], [-0.298, -2.127, 0.659], [0.410, -0.523, -1.668], [1.582, -1.544, -0.895], [3.268, 1.179, -0.074], [3.391, -0.572, -0.411], [2.699, 0.677, -1.620], [-0.725, 0.237, 2.260], [1.505, 0.320, -0.091], [0.966, 0.600, 1.099]], "lowdin_charge": [-0.1175, -0.2858, -0.1203, -0.2264, -0.0646, -0.1322, -0.2153, 0.0972, 0.0402, 0.2001, 0.1305, 0.1368, 0.0986, 0.1010, 0.0938, 0.0842, 0.0619, 0.1504, 0.1877, -0.2829, 0.0625]}

***

{"formula": "C9H13NO", "method": "wB97M-V/def2-TZVPD", "smiles": "Cc1ccccc1.CC(N)=O", "e_tot_ha": -480.72666, "lumo_energy_ev": 0.75, "elements": ["C", "C", "C", "C", "C", "C", "C", "H", "H", "H", "H", "H", "H", "H", "H", "C", "C", "N", "O", "H", "H", "H", "H", "H"], "xyz": [[-1.590, 2.845, -1.426], [-1.653, 1.614, -0.528], [-1.720, 0.408, -1.166], [-1.954, -0.764, -0.437], [-1.994, -0.713, 0.935], [-1.720, 0.501, 1.604], [-1.507, 1.646, 0.852], [-1.081, 2.541, -2.342], [-0.965, 3.710, -1.147], [-2.528, 3.222, -1.851], [-1.786, 0.280, -2.249], [-2.042, -1.608, -1.111], [-2.144, -1.580, 1.567], [-1.583, 0.414, 2.668], [-1.229, 2.556, 1.362], [2.698, -1.851, -0.738], [2.683, -2.129, 0.756], [3.221, -1.105, 1.563], [2.190, -3.074, 1.311], [2.050, -0.973, -0.937], [2.210, -2.681, -1.261], [3.628, -1.576, -1.226], [3.408, -1.532, 2.462], [3.406, -0.148, 1.339]], "lowdin_charge": [-0.0594, -0.2850, -0.0779, -0.0903, -0.0918, -0.0764, -0.0563, 0.0629, 0.0785, 0.0783, 0.1150, 0.1014, 0.0990, 0.0966, 0.1069, -0.0166, -0.5764, 0.1229, 0.0525, 0.0830, 0.0805, 0.0721, 0.0949, 0.0854]}

***

{"formula": "CH5O2PS", "method": "wB97M-V/def2-TZVPD", "spin_multiplicity": 3, "s2": 2.012, "e_tot_ha": -930.91302, "lumo_energy_ev": [0.67, -3.40], "elements": ["C", "O", "O", "P", "S", "H", "H", "H", "H", "H"], "xyz": [[1.367, -0.465, -0.650], [1.650, -0.459, 0.528], [2.192, -0.922, -1.646], [-0.311, 0.197, -1.098], [-2.266, 0.738, 2.288], [-2.806, 1.876, 1.896], [3.039, -0.947, -1.136], [-0.920, -0.143, 0.129], [-0.866, -0.755, -1.908], [-1.078, 0.879, 1.597]], "mulliken_spin": [0.6549, 0.7734, 0.1124, 0.3881, 0.0023, 0.0001, 0.0041, 0.0264, 0.0380, 0.0003]}